No. 1
Formula: C30H60Br2O14S7
Source: OMol25
Level of theory: ωB97M-V with the def2-TZVPD basis set

The calculation puts the gap between HOMO and LUMO at 9.92 eV. As for the highest occupied orbital energy: -9.700 eV. Its SMILES is O=S1(=O)CCCC1.O=S1(=O)CCCC1.O=S1(=O)CCCC1.O=S1(=O)CCCC1.O=S1(=O)CCCC1.O=S1(=O)CCCC1.O=S1(=O)CCCC1.BrCCBr. Its largest force on an atom is 2.14 eV Å⁻¹. The LUMO energy is 0.224 eV.

The geometry in XYZ format:
```
113
Properties=species:S:1:pos:R:3:forces:R:3
O -8.278 -13.941 16.934 0.22 -0.17 0.14
S -7.440 -13.568 18.051 0.98 1.39 0.09
O -6.989 -14.562 19.003 -0.36 -0.01 -0.25
C -5.989 -12.578 17.477 -0.53 -0.02 0.87
C -6.481 -11.122 17.383 0.47 -0.26 -0.50
C -7.915 -10.987 17.897 -0.76 -0.11 -0.44
C -8.247 -12.134 18.850 0.81 -0.13 0.03
H -5.494 -13.032 16.624 -0.33 0.05 -0.18
H -5.289 -12.633 18.310 -0.02 -0.33 0.01
H -5.805 -10.509 17.978 -0.06 0.02 0.05
H -6.416 -10.725 16.369 0.01 -0.12 -0.05
H -8.637 -11.058 17.079 0.14 0.13 -0.13
H -8.020 -9.988 18.316 -0.30 -0.19 0.33
H -9.296 -12.393 18.959 -0.08 0.16 -0.02
H -7.774 -11.948 19.815 -0.06 -0.39 0.10
O -8.194 -18.099 11.768 0.15 0.20 -0.14
S -8.932 -16.875 11.575 -0.56 0.56 0.40
O -8.959 -15.872 12.634 0.05 -0.65 -0.45
C -8.505 -15.965 10.017 -0.54 -0.17 1.14
C -9.737 -16.169 9.155 0.62 -0.20 -1.19
C -11.008 -16.365 9.966 -0.25 0.11 0.44
C -10.662 -17.275 11.149 -0.14 -1.04 -1.28
H -7.544 -16.283 9.627 -0.14 -0.35 -0.05
H -8.364 -14.949 10.386 -0.19 0.08 -0.13
H -9.836 -15.411 8.375 -0.06 0.34 0.36
H -9.578 -17.065 8.543 0.00 -0.19 0.29
H -11.692 -16.894 9.303 -0.40 0.26 0.23
H -11.458 -15.435 10.318 0.09 0.09 -0.20
H -10.744 -18.287 10.732 0.96 -0.06 0.07
H -11.387 -17.395 11.953 0.40 1.00 0.49
O -3.238 -14.806 11.053 -0.78 -0.57 0.07
S -4.157 -15.919 10.856 -0.40 -0.84 -1.13
O -5.505 -15.687 10.334 0.87 0.30 0.69
C -3.348 -17.150 9.777 2.00 0.68 -0.36
C -3.234 -18.492 10.517 -1.34 0.75 0.11
C -3.160 -18.115 11.999 0.04 0.83 0.36
C -4.202 -17.019 12.277 -0.23 -0.22 -0.74
H -2.358 -16.687 9.663 0.13 -0.20 0.38
H -3.646 -17.148 8.730 -0.95 -0.16 0.30
H -4.173 -19.014 10.313 0.16 -0.37 0.12
H -2.389 -19.109 10.227 0.02 0.09 -0.25
H -2.164 -17.707 12.187 0.06 -0.25 0.30
H -3.411 -18.917 12.690 0.46 -0.23 -0.12
H -4.112 -16.411 13.168 0.24 -0.25 0.19
H -5.173 -17.516 12.221 -0.24 0.39 0.16
O -3.873 -14.871 17.164 0.27 -0.25 -0.20
S -3.826 -16.291 16.871 -0.96 0.77 1.52
O -3.177 -16.728 15.655 0.05 -0.24 0.14
C -3.222 -17.173 18.346 -0.70 0.11 -0.49
C -3.954 -18.494 18.203 0.07 -1.04 -0.89
C -5.441 -18.227 17.830 0.88 0.82 -0.21
C -5.515 -16.945 16.960 0.47 0.22 0.18
H -3.606 -16.612 19.198 0.16 0.22 -0.07
H -2.136 -17.190 18.329 0.02 -0.16 0.03
H -3.464 -19.048 17.395 -0.06 -0.06 0.04
H -3.942 -19.151 19.072 0.27 0.26 0.18
H -5.885 -17.972 18.791 -0.62 -0.20 -0.21
H -5.919 -19.077 17.355 -0.03 -0.13 0.20
H -6.157 -16.242 17.486 0.33 0.42 -0.13
H -5.793 -16.897 15.907 -0.36 -0.93 0.05
O -3.304 -11.340 14.375 0.83 0.23 0.46
S -1.935 -11.816 14.572 -0.39 -0.85 0.17
O -0.911 -10.991 15.194 -0.59 -0.13 -0.58
C -1.954 -13.412 15.461 0.88 1.11 -0.77
C -0.828 -14.195 14.769 -0.64 -0.23 -0.40
C -0.892 -13.914 13.238 1.24 -0.42 -0.09
C -1.421 -12.525 12.962 -1.67 0.61 0.59
H -2.936 -13.839 15.311 -0.03 -0.15 -0.08
H -1.789 -13.183 16.509 -0.02 -0.07 0.04
H 0.188 -13.959 15.076 -0.21 0.21 0.61
H -1.037 -15.247 14.958 0.32 -0.09 -0.05
H -1.438 -14.706 12.730 -0.47 0.36 -0.03
H 0.117 -13.995 12.824 0.04 -0.03 0.15
H -2.408 -12.575 12.499 0.13 -0.11 -0.23
H -0.877 -11.754 12.423 0.58 -0.35 0.08
O -6.037 -7.577 8.502 -0.16 0.18 0.33
S -6.558 -6.848 9.640 -0.46 -1.04 -0.60
O -5.682 -5.972 10.355 0.12 0.48 0.43
C -8.078 -5.990 9.128 -0.08 -0.20 -0.27
C -9.240 -6.548 9.956 0.01 0.69 1.61
C -8.616 -7.179 11.223 0.56 -0.52 0.03
C -7.412 -7.984 10.770 0.43 0.23 -0.66
H -8.162 -6.186 8.062 -0.04 0.07 -0.01
H -7.942 -4.923 9.293 0.13 -0.03 0.02
H -9.788 -5.716 10.405 -0.38 0.08 -0.66
H -9.957 -7.193 9.457 0.31 -0.15 -0.29
H -9.262 -7.820 11.823 -0.33 0.16 -0.20
H -8.276 -6.365 11.867 0.02 -0.06 0.08
H -7.691 -8.821 10.131 -0.14 0.01 0.02
H -6.720 -8.360 11.519 0.01 0.27 0.12
O -11.787 -11.603 16.034 -0.12 -1.34 -0.32
S -11.681 -13.018 15.655 -0.07 1.77 -1.16
O -11.888 -14.042 16.639 0.14 -0.09 0.32
C -12.746 -13.420 14.192 0.24 -0.57 1.46
C -11.770 -13.787 13.054 -1.55 0.83 -0.81
C -10.425 -13.123 13.256 -0.14 0.69 1.28
C -10.131 -13.245 14.752 0.46 -1.00 0.51
H -13.509 -12.650 14.089 0.55 0.45 -0.52
H -13.323 -14.272 14.556 0.22 -0.19 -0.14
H -11.723 -14.869 12.943 0.29 -0.02 0.15
H -12.234 -13.379 12.150 0.16 -0.32 -0.20
H -10.492 -12.042 13.097 -0.20 -0.04 -0.40
H -9.640 -13.500 12.609 -0.03 -0.25 0.14
H -9.357 -12.579 15.127 -0.30 0.16 0.10
H -9.859 -14.247 15.102 0.23 -0.04 -0.50
Br -5.703 -14.543 14.265 -0.31 0.05 -0.21
C -6.868 -13.516 13.097 0.34 0.98 -0.58
C -6.034 -12.367 12.533 -0.13 -0.03 0.62
Br -7.118 -11.395 11.212 0.22 -0.34 0.30
H -7.665 -13.094 13.702 0.05 -0.25 0.16
H -7.306 -14.108 12.300 0.27 -0.46 0.25
H -5.092 -12.648 12.072 -0.21 -0.25 -0.29
H -5.788 -11.686 13.346 -0.04 0.23 -0.20
```
Forces are in eV/Å.

***

No. 2
Formula: C25H73N9O13
Source: OMol25
Level of theory: ωB97M-V with the def2-TZVPD basis set

The calculation puts the gap between HOMO and LUMO at 8.36 eV. As for the highest occupied orbital energy: -8.652 eV. Its SMILES is COCCNCCOC.COCCNCCOC.COCCNCCOC.NC(N)=O.NC(N)=O.NC(N)=O.CO.CO.CO.CO. Its largest force on an atom is 2.10 eV Å⁻¹. The LUMO energy is -0.290 eV.

The geometry in XYZ format:
```
120
Properties=species:S:1:pos:R:3:forces:R:3
C -2.296 -2.015 -3.888 -1.07 0.22 0.01
O -3.473 -2.618 -4.400 0.16 -0.20 -0.69
C -3.221 -3.323 -5.590 0.14 -0.73 0.30
C -4.477 -3.981 -6.135 0.49 0.58 -0.85
N -5.473 -2.959 -6.477 -0.49 -0.72 -0.10
C -6.672 -3.536 -7.101 0.27 0.41 0.43
C -6.493 -4.219 -8.473 -0.66 0.32 0.71
O -7.713 -4.157 -9.181 -0.49 -0.24 -0.26
C -8.660 -5.146 -8.809 0.92 -0.38 0.04
H -2.645 -1.688 -2.914 0.69 0.15 0.28
H -2.028 -1.137 -4.487 0.16 -0.03 -0.03
H -1.461 -2.715 -3.843 0.05 -0.04 0.20
H -2.484 -4.119 -5.374 -0.06 0.11 -0.15
H -2.767 -2.694 -6.376 -0.15 0.20 0.17
H -4.868 -4.750 -5.468 -0.25 0.36 0.28
H -4.147 -4.531 -7.037 0.02 -0.03 0.13
H -5.062 -2.284 -7.115 0.11 -0.03 0.08
H -7.434 -2.758 -7.213 0.18 0.11 -0.12
H -7.087 -4.225 -6.359 0.01 -0.15 -0.17
H -6.166 -5.249 -8.288 0.09 -0.08 -0.50
H -5.804 -3.677 -9.116 0.39 -0.04 0.22
H -8.196 -6.129 -8.989 -0.30 -0.02 0.06
H -9.535 -5.046 -9.442 -0.07 0.14 0.02
H -8.929 -5.097 -7.748 -0.13 0.14 -0.08
C 3.904 5.592 9.583 -0.45 0.41 0.26
O 2.817 4.980 8.945 -0.22 0.30 -0.33
C 3.224 4.231 7.819 0.40 -0.63 0.74
C 2.001 3.734 7.104 -0.41 -0.13 -0.51
N 2.364 3.243 5.773 -0.39 0.10 0.23
C 1.207 2.603 5.117 0.97 0.67 0.08
C 1.478 2.626 3.629 -0.15 -1.55 0.43
O 1.862 3.898 3.226 -0.41 0.44 -0.67
C 1.873 4.003 1.819 0.00 -0.23 -0.35
H 4.389 6.290 8.893 0.46 -0.25 0.00
H 4.568 4.840 10.017 0.35 0.10 -0.19
H 3.513 6.207 10.394 -0.09 -0.14 0.07
H 3.832 3.394 8.199 -0.08 -0.12 -0.28
H 3.898 4.774 7.141 -0.29 0.37 0.04
H 1.252 4.540 7.033 0.15 0.10 0.10
H 1.494 2.938 7.654 0.25 -0.08 0.12
H 2.558 4.072 5.215 0.23 -0.17 0.01
H 0.299 3.162 5.378 -0.23 -0.25 -0.17
H 1.158 1.565 5.442 -0.36 -0.02 0.07
H 0.612 2.229 3.086 -0.21 0.39 -0.07
H 2.266 1.888 3.424 0.27 0.14 -0.02
H 2.765 3.555 1.363 0.22 0.24 0.22
H 1.781 5.055 1.562 0.20 0.04 -0.06
H 1.041 3.457 1.355 -0.20 0.17 0.24
C 7.624 -3.949 4.434 -0.27 -0.14 0.69
O 6.579 -3.118 4.920 0.32 -0.25 -0.15
C 5.421 -3.317 4.151 -0.25 0.37 -0.01
C 4.289 -2.506 4.727 -0.76 0.52 0.99
N 3.094 -2.656 3.897 -0.26 0.72 -0.46
C 2.065 -1.646 4.157 -0.48 -0.33 0.54
C 0.920 -1.711 3.136 1.43 0.61 0.15
O 0.033 -0.692 3.499 -0.17 -0.22 0.38
C -0.922 -0.378 2.518 -0.13 0.11 -0.17
H 8.558 -3.619 4.882 0.01 0.11 -0.07
H 7.691 -3.928 3.343 0.03 0.07 -0.02
H 7.429 -4.973 4.778 0.14 -0.06 -0.27
H 5.124 -4.373 4.090 0.17 -0.08 0.09
H 5.605 -2.948 3.137 -0.11 -0.15 -0.14
H 4.571 -1.450 4.812 0.04 -0.02 -0.67
H 4.024 -2.699 5.782 0.44 -0.65 -0.11
H 2.645 -3.549 4.061 0.36 -0.18 -0.11
H 2.484 -0.637 4.140 0.15 -0.08 -0.09
H 1.637 -1.793 5.162 -0.03 0.22 -0.04
H 0.514 -2.729 3.105 -0.41 0.15 -0.09
H 1.364 -1.448 2.166 -0.16 -0.39 -0.23
H -0.447 -0.158 1.554 -0.01 -0.03 0.08
H -1.441 0.512 2.863 -0.15 -0.01 -0.05
H -1.637 -1.189 2.367 -0.09 -0.05 0.00
N -1.347 5.105 1.011 -0.41 -1.87 -0.86
C -1.910 3.911 0.531 -1.24 0.38 0.01
N -1.444 3.494 -0.726 -0.52 0.17 1.81
O -2.829 3.331 1.116 1.60 0.58 -0.66
H -0.697 5.592 0.436 0.25 0.42 0.03
H -1.709 5.504 1.850 -0.08 0.04 0.14
H -1.892 2.690 -1.142 0.00 0.30 -0.13
H -0.732 4.011 -1.187 0.26 0.05 -0.35
N 3.188 1.688 -4.348 -0.79 0.64 -0.40
C 2.604 2.588 -3.490 0.44 0.00 1.00
N 1.437 3.203 -3.907 0.74 -0.69 -0.10
O 3.062 2.824 -2.381 -0.30 -0.24 -0.47
H 3.905 1.071 -4.030 0.22 0.09 0.28
H 2.773 1.508 -5.242 0.01 -0.18 -0.06
H 0.966 3.749 -3.218 -0.03 0.33 0.00
H 1.114 3.178 -4.850 -0.08 0.11 -0.19
N -1.191 1.858 -4.559 -1.74 0.25 0.02
C -2.477 1.841 -4.025 0.23 -0.74 1.29
N -3.505 2.152 -4.887 1.10 -0.04 0.59
O -2.666 1.514 -2.827 0.12 0.63 -2.00
H -0.407 1.635 -3.976 0.02 0.02 0.27
H -1.043 2.292 -5.449 0.14 -0.10 -0.12
H -4.451 1.917 -4.660 -0.08 0.01 0.36
H -3.313 2.487 -5.807 0.01 -0.09 -0.26
C -3.512 -0.537 -0.430 -0.23 -0.10 0.95
O -4.522 -0.953 0.526 0.48 0.00 -0.61
H -2.973 0.287 0.047 -0.06 0.04 -0.17
H -2.798 -1.349 -0.595 -0.04 0.10 -0.16
H -3.953 -0.186 -1.365 0.00 -0.12 0.05
H -4.593 -1.907 0.435 -0.16 0.05 0.06
C 3.896 0.168 1.460 -0.75 0.10 0.39
O 4.335 -1.140 1.759 -0.54 -0.19 0.29
H 4.084 0.398 0.413 0.50 0.13 0.11
H 2.806 0.299 1.563 -0.01 -0.30 0.06
H 4.320 0.891 2.166 0.30 0.16 -0.40
H 3.765 -1.527 2.466 0.53 -0.03 -0.69
C 0.984 -2.993 -0.986 -0.04 0.50 -0.16
O -0.403 -2.712 -1.089 0.32 0.24 -0.38
H 1.126 -4.049 -0.786 0.02 -0.08 0.14
H 1.515 -2.727 -1.909 -0.03 -0.22 -0.07
H 1.426 -2.373 -0.204 0.22 -0.24 0.29
H -0.430 -1.824 -1.494 -0.59 -0.22 0.27
C 0.546 0.543 -1.080 -0.29 -0.41 0.88
O -0.589 0.027 -1.779 0.54 0.31 -0.15
H 0.432 1.600 -0.839 0.23 0.08 -0.37
H 0.627 0.045 -0.103 -0.02 -0.02 -0.17
H 1.477 0.309 -1.597 -0.11 0.31 -0.31
H -1.293 0.697 -1.839 0.00 -0.33 -0.20
```
Forces are in eV/Å.